1.
Below is a molecular structure, C7H16F12N6O17S4Y at a distorted geometry, with properties calculated with ωB97M-V/def2-TZVPD.

```
63
Properties=species:S:1:pos:R:3
Y -0.129 0.653 -0.090
C 1.694 0.262 -4.336
F 2.756 1.037 -4.194
F 1.574 -0.152 -5.598
F 1.871 -0.838 -3.597
S 0.140 1.108 -3.767
O -0.015 0.623 -2.403
O 0.404 2.523 -3.869
O -0.878 0.605 -4.664
C 2.037 0.833 4.109
F 0.773 0.774 4.565
F 2.280 2.140 3.840
F 2.851 0.467 5.079
S 2.231 -0.169 2.577
O 1.274 0.418 1.633
O 3.587 0.090 2.143
O 1.942 -1.502 2.962
C 0.197 -3.767 -1.796
F 0.093 -3.135 -2.972
F -1.036 -3.946 -1.324
F 0.728 -4.979 -2.005
S 1.248 -2.835 -0.591
O 1.142 -3.598 0.609
O 2.549 -2.802 -1.229
O 0.555 -1.541 -0.563
C -2.856 -1.216 3.318
F -3.582 -2.148 3.901
F -3.704 -0.371 2.687
F -2.231 -0.471 4.233
S -1.657 -1.929 2.110
O -1.075 -0.735 1.487
O -0.750 -2.713 2.860
O -2.497 -2.745 1.253
O 0.850 2.919 -0.248
H 1.027 3.495 0.502
H 1.292 3.304 -1.011
O -1.874 2.179 -0.796
H -2.503 2.024 -1.509
H -1.802 3.133 -0.691
C -2.691 -1.338 -1.812
O -2.044 -0.593 -1.069
N -2.597 -1.266 -3.165
N -3.575 -2.227 -1.301
H -2.980 -2.009 -3.720
H -1.925 -0.642 -3.598
H -3.434 -2.508 -0.331
H -3.912 -2.963 -1.901
C 3.472 0.632 -0.993
O 2.253 0.672 -0.883
N 4.124 -0.535 -1.108
N 4.224 1.782 -1.084
H 3.569 -1.394 -1.095
H 5.124 -0.591 -1.087
H 3.785 2.656 -1.282
H 5.216 1.728 -0.957
C -1.782 2.479 2.558
O -0.884 1.981 1.886
N -3.092 2.394 2.213
N -1.496 3.170 3.699
H -3.351 1.900 1.379
H -3.786 2.857 2.769
H -0.567 3.085 4.073
H -2.160 3.732 4.196
```

Calculated values
Total charge: -1
2S+1: 1
Lowest unoccupied orbital energy (eV): 1.40
Highest occupied orbital energy (hartree): -0.241
Gap between HOMO and LUMO (eV): 7.969

And the Löwdin charges, in e, turn out to be: 1.608 -0.656 0.143 0.132 0.132 0.520 -0.407 -0.304 -0.307 -0.654 0.114 0.089 0.150 0.503 -0.423 -0.292 -0.236 -0.654 0.120 0.130 0.120 0.535 -0.241 -0.301 -0.387 -0.664 0.150 0.087 0.126 0.517 -0.404 -0.239 -0.300 -0.067 0.084 0.075 -0.083 0.090 0.080 -0.623 -0.069 0.194 0.172 0.101 0.052 0.064 0.098 -0.633 -0.064 0.202 0.170 0.058 0.105 0.087 0.091 -0.616 -0.044 0.185 0.181 0.102 0.104 0.101 0.097

---

2.
Below is 2 unconnected molecules or ions with the total composition C7H16FN2O at a distorted geometry, with properties calculated with ωB97M-V/def2-TZVPD.

```
27
Properties=species:S:1:pos:R:3
C -1.146 1.334 -2.012
C -0.340 0.042 -1.742
C -0.819 2.159 -0.777
C 0.759 0.372 -0.680
C -1.424 -0.598 1.767
C -0.314 -2.466 0.712
C 2.981 0.109 0.312
N 0.291 1.499 -0.176
N -0.140 -1.056 1.177
O 1.877 -0.209 -0.551
F 0.848 2.178 0.887
H -0.827 1.828 -2.915
H -2.243 1.045 -2.186
H -1.102 -0.739 -1.379
H 0.013 -0.216 -2.736
H -0.604 3.284 -0.913
H -1.666 2.165 -0.051
H -1.826 -1.109 2.587
H -1.259 0.479 2.029
H -2.177 -0.847 1.042
H -0.656 -3.034 1.578
H -1.172 -2.610 0.091
H 0.671 -2.915 0.409
H 3.569 -0.812 0.085
H 2.684 0.159 1.395
H 3.509 1.078 0.138
H 0.513 -1.120 1.909
```

Calculated values
Total charge: +1
2S+1: 1
Lowest unoccupied orbital energy (eV): -2.94
Highest occupied orbital energy (hartree): -0.481
Gap between HOMO and LUMO (eV): 10.157

And the Löwdin charges, in e, turn out to be: -0.126 -0.032 -0.117 -0.241 -0.091 -0.097 0.010 -0.016 -0.165 0.022 0.088 0.112 0.155 0.142 0.127 0.170 0.139 0.063 0.097 0.074 0.080 0.065 0.106 0.124 0.110 0.119 0.084

---

3.
Below is 2 unconnected molecules or ions with the total composition C7H16FNO5S at a distorted geometry, with properties calculated with ωB97M-V/def2-TZVPD.

```
31
Properties=species:S:1:pos:R:3
N -0.429 -0.862 2.701
C 0.020 -0.838 1.257
C 0.317 0.747 0.819
C 1.526 0.867 -0.281
C 2.266 2.328 -0.349
O 1.793 3.325 -1.366
S 0.507 4.049 -0.472
O -0.888 3.463 -0.907
O 0.269 5.574 -0.597
O 0.956 3.882 1.190
C 2.317 3.274 1.016
F 3.429 4.256 1.134
H -1.133 -1.622 2.892
H -0.962 0.038 2.867
H 0.964 -1.511 1.027
H -0.892 -1.211 0.599
H 0.494 1.323 1.822
H -0.706 1.163 0.368
H 2.270 -0.043 -0.085
H 1.037 0.630 -1.343
H 3.418 2.259 -0.652
H 2.404 2.440 1.862
C -2.549 -4.035 -2.226
C -1.480 -3.542 -1.274
O -2.076 -2.813 -0.211
H -3.119 -3.194 -2.634
H -2.105 -4.596 -3.054
H -3.263 -4.682 -1.706
H -0.781 -2.879 -1.793
H -0.914 -4.378 -0.852
H -2.688 -3.413 0.249
```

Calculated values
2S+1: 1
Lowest unoccupied orbital energy (eV): -0.44
Highest occupied orbital energy (hartree): -0.345
Gap between HOMO and LUMO (eV): 8.960

And the Löwdin charges, in e, turn out to be: -0.063 -0.274 -0.190 -0.120 -0.238 -0.201 0.892 -0.324 -0.317 -0.162 -0.214 -0.026 0.070 0.070 0.115 0.096 0.101 0.124 0.131 0.150 0.183 0.181 -0.095 -0.324 -0.115 0.080 0.076 0.073 0.114 0.110 0.095

---

4.
Below is a molecular structure, C7H16FO4PSV at a distorted geometry, with properties calculated with ωB97M-V/def2-TZVPD.

```
31
Properties=species:S:1:pos:R:3
C 3.830 -0.431 0.728
C 3.493 0.222 -0.662
C 2.416 1.378 -0.586
C 1.241 1.106 -1.614
C -0.205 1.281 -0.999
O -0.925 0.009 -0.851
P -0.825 -0.630 0.660
O 0.415 -0.216 1.428
O -0.780 -2.318 0.513
S -0.611 -2.835 -1.110
O -2.141 -0.179 1.694
C -3.371 0.141 0.961
C -4.249 -1.137 0.750
F -4.137 0.997 1.863
H 4.422 -1.363 0.550
H 4.475 0.240 1.338
H 2.936 -0.732 1.320
H 3.221 -0.598 -1.367
H 4.454 0.645 -1.051
H 2.939 2.305 -0.934
H 2.063 1.573 0.453
H 1.317 1.877 -2.422
H 1.351 0.115 -2.118
H -0.195 1.890 -0.052
H -0.795 1.884 -1.735
H -1.901 -3.026 -1.561
H -3.224 0.742 0.035
H -4.390 -1.628 1.744
H -3.663 -1.858 0.126
H -5.237 -0.894 0.303
V -1.923 1.440 2.597
```

Calculated values
Total charge: +2
2S+1: 2
Lowest unoccupied orbital energy (spin up / spin down) (eV): -11.02 / -10.62
Highest occupied orbital energy (spin up / spin down) (hartree): -0.588 / -0.588
Gap between HOMO and LUMO (spin up / spin down) (eV): 4.975 / 5.374
<S²>: 0.78

And the Löwdin charges, in e, turn out to be: -0.114 -0.237 -0.189 -0.135 -0.189 -0.252 0.572 -0.213 -0.594 0.879 -0.316 -0.313 0.050 -0.021 0.081 0.081 0.048 0.100 0.114 0.115 0.092 0.127 0.120 0.103 0.138 -0.089 0.176 0.126 0.099 0.128 1.513